1.
A 2-piece molecular cluster, C10H12O2S overall in a non-equilibrium geometry, computed with ωB97M-V/def2-TZVPD.

Geometry (Å):
C  -3.700  -0.514  -0.675
C  -3.181  -0.043  0.569
C  -2.848  -0.505  -1.780
C  -1.853  0.256  0.715
C  -1.516  -0.116  -1.667
C  -0.990  0.164  -0.425
C  0.632  1.277  0.777
C  2.252  1.582  -1.421
C  2.075  -1.720  2.053
C  0.408  0.657  -0.346
O  0.785  1.732  1.866
O  1.216  0.673  -1.441
S  3.218  -1.207  0.760
H  -4.774  -0.737  -0.815
H  -3.956  0.117  1.227
H  -3.102  -0.841  -2.869
H  -1.475  0.574  1.606
H  -0.722  -0.180  -2.440
H  4.174  -1.302  1.460
H  1.881  2.588  -1.351
H  2.984  1.407  -2.217
H  2.911  1.407  -0.545
H  1.026  -1.574  1.843
H  2.224  -0.977  2.755
H  2.331  -2.716  2.362

Results
**HOMO level (spin up / spin down)**: -5.913 / -9.047 eV
**Orbital gap (spin up / spin down)**: 6.70 / 7.50 eV
**Charge**: 0
**E_LUMO (spin up / spin down)**: 0.02875 / -0.05697 Ha
**Maximum force**: 6.4 eV/Å
**Multiplicity**: 3

natural (NBO) atomic charge list, values in e, 2 entries: -0.196 -0.209


2.
One molecule with the formula C10H12O3 in a non-equilibrium geometry, computed with ωB97M-V/def2-TZVPD.

Geometry (Å):
C  2.249  0.980  -0.180
C  1.522  1.190  -1.246
C  -0.890  -2.231  -0.111
C  -1.948  -1.485  -0.430
C  1.728  0.479  1.124
C  0.497  -1.596  0.445
C  0.066  0.902  -1.312
C  0.337  -0.214  0.973
C  -1.976  -0.009  -0.202
C  -0.535  0.693  0.090
O  -2.857  0.779  -0.886
O  -3.043  0.514  0.501
O  -0.798  1.953  0.629
H  3.270  0.989  -0.196
H  1.960  1.621  -2.132
H  -0.911  -3.235  -0.339
H  -2.950  -1.902  -0.598
H  2.422  -0.126  1.518
H  1.687  1.475  1.687
H  0.963  -2.210  1.217
H  1.111  -1.578  -0.363
H  -0.569  1.643  -1.837
H  -0.159  -0.080  -1.713
H  -0.137  -0.252  1.882
H  -1.040  1.701  1.479

Results
**HOMO level (spin up / spin down)**: -5.944 / -9.396 eV
**Orbital gap (spin up / spin down)**: 6.75 / 6.66 eV
**Charge**: 0
**E_LUMO (spin up / spin down)**: 0.02956 / -0.10045 Ha
**Energy relative to the best compared isomer or geometry (same formula, charge and spin)**: 300.1 kJ/mol
**Maximum force**: 10.1 eV/Å
**Multiplicity**: 3

natural (NBO) atomic charge list, values in e, 2 entries: -0.173 -0.194


3.
C10H13AsAuBrF6O3Sb as an isolated structure in a non-equilibrium geometry, computed with ωB97M-V/def2-TZVPD.

Geometry (Å):
Au  -1.563  -0.810  1.407
Br  0.213  -4.556  -1.779
C  -0.650  -3.035  -2.488
C  -0.938  -2.974  -3.840
C  -1.545  -1.832  -4.350
C  -1.849  -0.765  -3.521
C  -1.583  -0.848  -2.160
C  -0.979  -1.991  -1.641
C  -1.907  0.349  -1.313
O  -1.704  1.465  -1.731
O  -2.409  0.157  -0.084
H  -0.685  -3.807  -4.482
H  -1.774  -1.778  -5.408
H  -2.295  0.138  -3.919
H  -0.726  -2.082  -0.591
C  1.220  1.255  -0.405
As  0.739  1.752  1.370
C  1.999  2.781  2.353
C  -0.806  2.865  1.203
O  0.088  0.457  2.378
H  2.245  1.570  -0.567
H  0.527  1.728  -1.095
H  1.177  0.170  -0.479
H  2.195  3.687  1.785
H  2.896  2.201  2.519
H  1.532  3.024  3.303
H  -0.510  3.774  0.682
H  -1.193  3.109  2.190
H  -1.561  2.349  0.611
F  -0.811  -1.897  2.869
Sb  1.404  -1.036  2.891
F  2.827  -2.239  2.903
F  0.873  -1.724  4.540
F  2.154  0.308  4.010
F  0.913  -1.799  1.204
F  2.485  0.033  1.635

Results
**HOMO level (spin up / spin down)**: -9.496 / -9.493 eV
**Orbital gap (spin up / spin down)**: 9.09 / 5.73 eV
**Charge**: 0
**E_LUMO (spin up / spin down)**: -0.01503 / -0.13844 Ha
**Energy relative to the best compared isomer or geometry (same formula, charge and spin)**: 1.1 kJ/mol
**Maximum force**: 1.1 eV/Å
**Multiplicity**: 2

natural (NBO) atomic charge list, values in e, 2 entries: 1.332 0.084


4.
C10H13ClN2O3Pb as an isolated structure in a non-equilibrium geometry, computed with ωB97M-V/def2-TZVPD.

Geometry (Å):
Cl  -2.292  -1.432  -1.021
C  1.564  -0.429  -1.912
C  1.930  0.833  -1.269
C  0.855  1.777  -1.480
H  2.873  1.026  -0.721
C  -0.181  1.108  -2.259
C  0.264  -0.258  -2.521
H  -0.361  -1.034  -2.993
H  2.159  -1.361  -1.911
H  0.801  2.823  -1.112
C  -1.508  1.680  -2.659
Pb  -0.109  -0.076  -0.126
C  -1.676  0.833  0.989
O  -2.512  1.304  1.629
C  0.055  -1.861  0.997
O  -0.007  -2.849  1.587
H  -1.870  2.407  -1.916
H  -2.247  0.874  -2.771
H  -1.366  2.192  -3.621
C  1.711  1.688  4.153
N  2.539  0.773  3.397
C  2.161  0.270  2.214
N  2.939  -0.654  1.561
O  1.085  0.732  1.792
H  0.773  1.925  3.649
H  2.260  2.612  4.322
H  1.482  1.242  5.120
H  3.421  0.475  3.779
H  2.651  -1.060  0.678
H  3.820  -0.944  1.976

Results
**HOMO level**: -16.209 eV
**Orbital gap**: 5.93 eV
**Charge**: +2
**E_LUMO**: -0.37775 Ha
**Energy relative to the best compared isomer or geometry (same formula, charge and spin)**: 239.4 kJ/mol
**Maximum force**: 8.9 eV/Å
**Multiplicity**: 1

natural (NBO) atomic charge list, values in e, 2 entries: -0.420 -0.335


5.
C10H13F2NO5Zn as an isolated structure in a non-equilibrium geometry, computed with ωB97M-V/def2-TZVPD.

Geometry (Å):
C  1.359  -2.298  1.114
C  1.342  -1.572  -0.174
C  2.589  -1.663  -1.000
N  0.317  -0.928  -0.651
C  -0.126  0.297  -0.220
C  0.457  0.962  0.974
C  1.786  1.639  0.637
O  1.718  3.031  0.906
O  -0.009  1.238  -1.422
C  -1.143  1.711  -1.689
O  -1.300  2.844  -2.213
O  -2.141  0.987  -1.315
C  -1.668  0.234  -0.136
F  -2.188  0.962  0.877
C  -2.398  -1.090  -0.080
C  -3.893  -0.842  -0.251
O  -4.653  -0.513  0.614
F  -4.282  -1.071  -1.501
H  2.056  -1.779  1.773
H  0.399  -2.302  1.605
H  1.758  -3.290  0.953
H  2.365  -1.390  -2.016
H  2.939  -2.686  -0.968
H  3.303  -0.990  -0.535
H  -0.212  1.793  1.210
H  0.469  0.359  1.867
H  2.579  1.209  1.243
H  2.059  1.448  -0.390
H  1.202  3.154  1.709
H  -2.296  -1.500  0.912
H  -2.102  -1.782  -0.853
Zn  -0.286  3.830  -0.979

Results
**HOMO level**: -16.227 eV
**Orbital gap**: 4.28 eV
**Charge**: +2
**E_LUMO**: -0.43915 Ha
**Maximum force**: 5.1 eV/Å
**Multiplicity**: 1

natural (NBO) atomic charge list, values in e, 2 entries: -0.733 0.594


6.
A 2-piece molecular cluster, C10H13N2 overall in a non-equilibrium geometry, computed with ωB97M-V/def2-TZVPD.

Geometry (Å):
C  -2.725  -0.383  0.799
C  -1.878  -1.034  1.317
C  2.261  2.452  -0.266
C  3.148  1.401  -0.174
C  0.844  2.356  -0.441
C  2.557  0.137  -0.223
C  0.326  1.077  -0.496
C  1.197  -0.062  -0.386
C  -3.771  0.304  0.159
C  0.362  -1.292  -0.689
N  0.846  -2.479  -0.905
N  -0.737  -1.715  1.567
H  2.711  3.476  -0.142
H  4.133  1.624  0.015
H  0.100  3.247  -0.582
H  3.165  -0.726  -0.444
H  -0.774  0.996  -0.507
H  -3.262  0.602  -0.762
H  -4.559  -0.395  -0.228
H  -4.052  1.201  0.773
H  -0.683  -1.045  -0.660
H  1.824  -2.478  -0.717
H  0.335  -3.376  -1.087
H  -0.994  -2.678  1.720
H  -0.375  -1.209  2.360

Results
**HOMO level**: -12.106 eV
**Orbital gap**: 7.69 eV
**Charge**: +1
**E_LUMO**: -0.16219 Ha
**Energy relative to the best compared isomer or geometry (same formula, charge and spin)**: 393.8 kJ/mol
**Maximum force**: 3.9 eV/Å
**Multiplicity**: 1

natural (NBO) atomic charge list, values in e, 2 entries: -0.046 0.085


7.
An isolated ion of composition C10H13N2O5 and charge +1 in a non-equilibrium geometry, computed with ωB97M-V/def2-TZVPD.

Geometry (Å):
C  3.808  -1.492  0.400
C  2.710  -0.508  0.835
C  3.044  0.924  0.382
C  1.922  1.545  -0.425
O  0.657  1.394  0.303
C  -0.404  1.519  -0.457
O  -0.546  2.265  -1.366
C  -1.566  0.652  -0.079
C  -2.454  1.159  0.866
C  -3.564  0.419  1.226
N  -3.759  -0.778  0.678
O  -4.840  -1.540  1.071
C  -2.923  -1.321  -0.217
C  -1.806  -0.609  -0.630
O  -0.992  -1.222  -1.518
N  -0.745  -0.385  -2.778
O  -0.893  -1.036  -3.690
H  4.774  -1.166  0.764
H  3.563  -2.477  0.778
H  3.800  -1.530  -0.684
H  1.795  -0.851  0.364
H  2.588  -0.527  1.911
H  3.897  0.919  -0.290
H  3.280  1.571  1.218
H  2.097  2.603  -0.572
H  1.852  1.046  -1.386
H  -2.265  2.118  1.312
H  -4.271  0.786  1.948
H  -5.608  -1.169  0.610
H  -3.149  -2.309  -0.575

Results
**HOMO level**: -13.939 eV
**Orbital gap**: 9.22 eV
**Charge**: +1
**E_LUMO**: -0.17346 Ha
**Structure (SMILES)**: CCCCOC(=O)c1cc[n+](O)cc1ON=O
**Energy relative to the best compared isomer or geometry (same formula, charge and spin)**: 567.6 kJ/mol
**Maximum force**: 1.4 eV/Å
**Multiplicity**: 1

natural (NBO) atomic charge list, values in e, 2 entries: -0.596 -0.394


8.
An isolated ion of composition C10H13N2S2 and charge +1 in a non-equilibrium geometry, computed with ωB97M-V/def2-TZVPD.

Geometry (Å):
C  -1.429  -0.892  0.117
C  -2.731  -1.217  0.452
C  -1.362  0.394  -0.379
C  -3.593  -0.180  0.332
C  -0.093  2.439  -1.063
C  3.460  -1.980  -0.567
C  -0.141  1.123  -0.837
C  2.050  -0.023  -0.430
C  -5.065  -0.250  0.622
C  4.070  0.712  1.294
N  2.967  -0.887  -0.855
N  0.979  0.205  -1.193
S  -2.860  1.236  -0.355
S  2.386  1.207  0.769
H  -0.644  -1.593  0.277
H  -3.034  -2.059  0.958
H  0.653  2.933  -1.566
H  -0.961  2.953  -0.993
H  4.368  -2.166  -1.107
H  3.099  -2.802  0.032
H  -5.093  -0.420  1.737
H  -5.552  0.634  0.364
H  -5.587  -1.086  0.301
H  4.608  0.330  0.452
H  4.269  0.120  2.088
H  4.545  1.663  1.496
H  0.690  -0.394  -1.948

Results
**HOMO level**: -11.198 eV
**Orbital gap**: 7.34 eV
**Charge**: +1
**E_LUMO**: -0.14176 Ha
**Energy relative to the best compared isomer or geometry (same formula, charge and spin)**: 81.5 kJ/mol
**Maximum force**: 3.7 eV/Å
**Multiplicity**: 1

natural (NBO) atomic charge list, values in e, 2 entries: -0.206 -0.283


9.
C10H13N3O5Pm as an isolated structure in a non-equilibrium geometry, computed with ωB97M-V/def2-TZVPD.

Geometry (Å):
O  0.211  0.017  -6.093
C  0.216  0.020  -4.956
Pm  0.107  0.012  -2.339
O  2.403  -2.769  -2.743
C  1.676  -1.889  -2.804
C  -1.274  1.937  -2.777
O  -2.000  2.827  -2.747
C  -1.677  -1.521  -2.852
O  -2.610  -2.200  -2.775
C  2.084  1.516  -2.814
O  3.004  2.195  -2.742
C  2.464  -0.199  1.733
N  1.025  -0.041  2.097
C  0.673  -0.078  3.503
C  0.118  0.019  1.126
N  0.621  -0.038  -0.133
N  -1.235  0.087  1.232
C  -1.980  0.563  2.370
C  -2.097  -0.279  0.068
H  2.965  -0.266  2.685
H  2.850  0.670  1.164
H  2.658  -1.117  1.146
H  0.369  0.929  3.814
H  -0.132  -0.807  3.655
H  1.602  -0.391  3.986
H  1.670  -0.080  -0.101
H  -2.724  1.290  2.002
H  -2.536  -0.296  2.770
H  -1.328  1.005  3.118
H  -2.043  0.412  -0.788
H  -1.957  -1.326  -0.240
H  -3.125  -0.200  0.434

Results
**HOMO level (spin up / spin down)**: -18.956 / -18.967 eV
**Orbital gap (spin up / spin down)**: 5.46 / 5.66 eV
**Charge**: +3
**E_LUMO (spin up / spin down)**: -0.49582 / -0.48896 Ha
**Energy relative to the best compared isomer or geometry (same formula, charge and spin)**: 19.5 kJ/mol
**Maximum force**: 8.0 eV/Å
**Multiplicity**: 5

Löwdin atomic charge list, values in e, 2 entries: 0.227 -0.026


Total energy
In order: -25489.2138 -16697.4875 -174140.0283 -37451.4827 -76139.8129 -13551.2529 -23786.9454 -35222.5350 -41811.3774
Unit: eV